The following is a DFT calculation (ωB97M-V/def2-TZVPD) of a 13-piece molecular cluster, C84H185N9O13 overall.

```
291
Properties=species:S:1:pos:R:3:forces:R:3:mulliken_charge:R:1
C -3.9001 2.1541 4.2943 -0.30 -1.24 0.13 -1.615
C -4.1537 2.9570 3.0215 1.12 -0.47 -0.36 2.714
C -5.5628 3.1524 2.6108 -1.97 0.28 -0.36 -1.475
O -3.5187 4.1974 3.3269 0.09 0.01 -0.62 -0.707
H -4.2328 2.6514 5.1795 -0.20 1.05 0.41 0.361
H -2.8446 1.9390 4.4284 0.24 0.36 0.00 0.243
H -4.3529 1.1850 4.4596 -0.43 -0.53 -0.86 0.494
H -3.6554 2.4888 2.1234 -0.01 0.18 0.85 -1.004
H -6.0224 2.1368 2.4983 0.24 0.83 -0.19 0.267
H -5.7300 3.7636 1.6551 0.54 -0.96 1.45 0.230
H -6.1313 3.6538 3.4113 0.15 -0.08 -0.19 0.481
H -2.6986 3.8684 3.7118 0.26 0.78 0.03 -0.040
O 2.4391 0.4875 2.7552 0.50 0.43 0.67 -0.529
H 3.4082 0.6214 2.5077 -0.95 -0.48 0.28 -0.032
H 2.3472 0.7179 3.7071 0.20 -0.26 -1.02 -0.062
O 0.9955 -4.3038 1.4448 -0.07 -0.43 -0.70 -0.588
H 0.9985 -4.5063 2.3732 -0.03 -0.19 0.64 0.207
H 1.0620 -3.3444 1.4125 -0.16 0.67 -0.02 -0.216
O -5.1380 -3.7717 0.7001 0.91 -0.66 -1.02 -0.689
H -5.3277 -3.5454 1.5923 -0.20 0.30 1.15 0.282
H -4.2871 -4.2972 0.7213 -0.88 0.39 -0.17 0.051
C -4.6854 4.0198 -4.2497 0.53 0.12 -1.39 -1.030
C -5.8867 3.0685 -4.3604 0.65 -1.11 1.35 2.031
C -5.4297 1.5992 -4.5106 0.48 0.48 0.04 -2.043
C -4.7744 0.9777 -3.2900 0.45 -0.04 0.69 2.125
C -5.7642 0.9969 -2.1546 -0.06 0.82 -0.79 -2.388
C -6.2630 2.4129 -1.8468 0.21 -0.94 0.38 2.083
N -6.7298 3.0204 -3.1141 -0.22 1.74 -0.87 0.040
O -7.0008 4.4186 -2.8247 0.20 -0.05 0.68 -0.509
C -7.5305 2.1219 -1.0202 0.07 1.80 -0.16 -2.107
C -5.2348 3.2029 -0.9739 -0.94 -0.63 -1.20 -0.679
C -6.7237 3.4801 -5.5554 -1.16 0.35 -1.09 -1.769
H -4.2865 4.2731 -5.2691 -0.56 -0.17 0.68 0.545
H -3.8418 3.5417 -3.7919 0.35 -0.30 0.65 -0.259
H -4.8888 4.9607 -3.7503 -0.23 -0.04 0.12 0.228
H -6.3275 1.0137 -4.6502 -0.24 -0.23 -0.76 0.598
H -4.7559 1.6185 -5.3592 0.00 -0.53 -0.46 -0.005
H -3.9502 1.5567 -2.8848 0.61 0.29 -0.47 -0.961
H -4.3637 -0.0402 -3.4463 -0.37 0.46 -0.26 0.293
H -5.3325 0.6567 -1.2427 0.22 -0.61 0.69 0.711
H -6.6364 0.4181 -2.3848 -0.45 -0.67 -0.17 0.558
H -7.3840 1.3161 -0.2980 -0.21 0.08 -0.21 0.320
H -7.8499 3.0421 -0.5308 0.11 0.01 0.54 0.425
H -8.3106 1.9996 -1.7571 -0.34 -0.93 0.01 0.534
H -5.1884 2.7241 0.0043 0.05 0.16 -0.12 -0.383
H -4.2508 3.2499 -1.4189 0.35 -0.07 -0.12 -0.442
H -5.6407 4.1952 -0.9385 0.06 0.66 0.54 1.038
H -6.1581 3.6769 -6.4992 0.02 -0.09 1.00 0.296
H -7.3008 4.3836 -5.3341 0.40 0.21 -0.02 0.400
H -7.5186 2.7943 -5.8875 0.37 -0.40 0.56 0.409
H -7.8449 4.6613 -3.2077 -0.32 -0.49 -0.10 0.347
C -1.1855 0.5625 2.6363 1.53 0.09 -0.15 -0.257
C -1.6207 -0.6276 1.8509 0.36 -0.51 -1.24 2.724
C -2.7933 -0.3020 0.9635 -0.66 -1.14 0.27 -1.354
C -2.5527 0.5151 -0.2515 -0.59 0.62 -1.98 1.369
C -1.4082 -0.0306 -1.1068 -1.69 0.12 -0.85 0.046
C -0.2108 -0.4831 -0.3602 0.38 -0.50 -0.03 1.750
N -0.6211 -1.1714 0.8967 -0.21 0.27 -0.82 0.948
O 0.5545 -1.5177 1.5290 2.05 1.14 1.35 2.270
C 0.5174 -1.5892 -1.2084 1.02 2.25 -0.28 0.333
C 0.5380 0.8379 -0.1743 0.81 -0.47 0.79 -0.187
C -1.9193 -1.7311 2.8348 -0.66 -1.44 0.37 -2.280
H -2.0049 0.8602 3.2325 -0.57 0.13 0.95 0.270
H -1.0025 1.3921 1.9780 0.37 0.51 -0.17 0.111
H -0.2773 0.3318 3.2399 -0.70 0.42 -0.35 -0.903
H -3.2019 -1.2703 0.6635 -0.18 -0.01 -0.09 0.319
H -3.5288 0.1808 1.5671 -0.83 0.29 0.55 0.808
H -2.4443 1.5689 -0.0495 0.21 0.60 0.38 -0.641
H -3.4734 0.4614 -0.9197 1.09 0.11 0.96 -1.884
H -1.1490 0.6267 -1.9822 -0.18 -0.48 0.89 0.251
H -1.8593 -0.8993 -1.5113 -0.39 -1.15 -0.91 0.095
H 0.0637 -2.5532 -1.0718 -0.14 -0.42 0.24 0.071
H 0.3977 -1.2812 -2.2663 0.16 -0.32 0.37 -0.711
H 1.6191 -1.5905 -1.0032 -0.92 -0.29 -0.04 -1.075
H 1.4148 0.7408 0.4882 -0.18 0.28 -0.24 -0.743
H 0.8578 1.2527 -1.1448 -0.10 -0.23 0.46 0.681
H -0.2066 1.4830 0.3066 0.64 0.36 -0.34 -1.204
H -2.4791 -1.3936 3.7084 -0.16 0.34 -0.09 0.408
H -0.9615 -2.0426 3.2326 0.17 -0.33 0.16 0.327
H -2.4551 -2.6493 2.4555 0.69 1.14 -0.06 -0.349
H 1.0607 -0.6676 1.7852 -0.70 -1.57 -0.22 -0.815
C 0.1281 -4.8232 7.6400 1.60 0.03 0.80 -1.953
C 0.4914 -3.3551 8.1228 -0.52 0.03 -0.85 1.607
C 1.9713 -3.3038 8.4019 -0.53 -0.03 1.64 -1.333
C 2.5449 -1.9095 8.5683 1.64 -0.98 -0.68 -0.794
C 2.2607 -1.0605 7.3810 -0.91 0.53 -1.36 -1.156
C 0.7368 -1.0537 6.9608 0.00 -0.22 1.65 2.658
N 0.2506 -2.4835 6.9498 1.05 -0.11 -0.28 0.172
O -1.0838 -2.6366 6.5170 0.26 0.64 0.19 -0.341
C -0.0495 -0.1741 7.9748 0.15 -1.05 1.04 -1.509
C 0.5628 -0.5333 5.5818 -0.70 1.41 -0.88 -2.190
C -0.3220 -2.9297 9.3496 -0.26 -1.17 0.73 -1.633
H -0.9103 -5.0108 7.5017 -0.85 0.12 -0.04 0.409
H 0.5244 -5.5998 8.3336 -0.33 0.71 0.06 0.403
H 0.6476 -5.0809 6.7061 -0.21 0.58 0.03 0.366
H 2.1244 -3.8940 9.3317 0.21 0.17 -0.59 0.351
H 2.4196 -3.7892 7.5757 0.89 -0.57 -0.78 0.484
H 3.6565 -2.0404 8.5198 -0.71 0.21 0.76 0.403
H 2.2630 -1.4239 9.4746 -0.17 0.18 0.84 0.408
H 2.8673 -1.4457 6.5524 -0.29 -0.01 -0.17 0.337
H 2.6370 -0.0336 7.5523 -0.51 -0.26 -0.13 0.357
H -1.0677 -0.6008 8.0707 0.24 0.80 -0.20 0.197
H 0.3782 -0.2993 9.0046 -0.27 0.32 -0.90 0.280
H -0.0532 0.8921 7.7285 -0.15 -0.27 -0.10 0.486
H 0.9444 0.5104 5.4842 -0.15 -0.58 0.20 -0.192
H 1.0844 -1.1588 4.9009 0.66 -0.58 -0.77 0.353
H -0.4815 -0.5155 5.2114 0.43 -0.05 0.61 0.155
H 0.0579 -2.1828 10.0698 0.00 0.04 -0.98 0.271
H -0.4225 -3.8115 9.9718 0.04 -0.43 0.25 0.532
H -1.3525 -2.7537 9.0665 -0.27 0.52 0.08 0.312
H -1.6258 -2.2707 7.2326 -0.29 0.01 -0.12 0.318
C -0.5817 5.7722 3.0839 0.31 -0.43 -0.65 -1.488
C 0.4374 4.9102 3.8566 0.27 0.56 0.06 2.887
C 1.5714 4.4545 2.8969 -1.08 0.00 0.07 -0.171
C 2.6546 5.4484 2.6625 -0.01 0.37 -0.59 -0.569
C 3.1632 5.9337 3.9788 1.13 -0.53 0.24 -2.168
C 2.1810 6.5727 4.9012 -1.59 1.25 -0.60 1.989
N 1.0117 5.6454 5.0668 1.01 -1.03 -0.50 0.065
O -0.0012 6.2177 5.8607 0.31 -0.13 -0.28 -0.494
C 2.8480 6.8272 6.2261 -0.87 -0.72 1.21 -2.315
C 1.7845 7.9835 4.3119 -1.20 -0.62 0.03 -1.582
C -0.2702 3.6236 4.3790 1.58 0.47 0.49 -1.925
H -1.3317 6.1686 3.7583 -0.23 0.15 -0.06 0.907
H -1.0791 5.1302 2.3448 -0.16 0.04 0.33 -0.143
H -0.1476 6.5653 2.4570 0.09 -0.05 0.49 0.019
H 1.9549 3.5054 3.2247 0.30 -0.53 0.21 0.396
H 1.0619 4.3260 1.9523 -0.09 -0.62 -0.19 -0.827
H 2.2024 6.2497 2.0736 0.15 0.40 0.10 0.375
H 3.4591 5.0674 2.0059 -0.31 -0.07 0.48 0.466
H 3.9530 6.6324 3.8453 0.76 0.91 -0.27 0.729
H 3.6714 5.1468 4.5396 -0.22 -0.54 -0.10 0.315
H 2.1724 7.3188 6.9191 -0.26 0.26 -0.03 0.385
H 3.0542 5.8776 6.7215 0.37 -0.09 -0.14 0.476
H 3.7283 7.4403 6.1733 0.51 0.16 -0.35 0.412
H 1.2625 7.8542 3.3677 -0.52 -0.17 0.00 0.355
H 1.1120 8.5846 4.9949 1.06 -0.47 -0.66 0.366
H 2.6460 8.5208 3.9441 0.51 0.44 0.74 0.433
H -0.4893 2.8440 3.6340 0.19 0.54 -0.01 -0.617
H -1.1542 3.9176 4.9004 -0.75 0.07 0.51 0.777
H 0.4406 3.2297 5.1381 -0.57 -0.12 -0.42 0.634
H -0.2335 7.0072 5.3661 -0.53 0.49 0.05 0.401
C 6.1862 -5.6713 -4.6200 -0.49 0.76 0.03 -1.985
C 4.9739 -4.8872 -4.0450 2.26 -0.78 0.61 2.183
C 3.9686 -4.7687 -5.1388 -1.36 -0.41 -0.74 -1.782
C 2.6237 -4.2646 -4.5949 0.95 -0.92 0.91 0.141
C 2.2209 -5.2341 -3.4636 -0.72 1.36 0.01 -0.631
C 3.1825 -5.3663 -2.2930 0.37 -1.09 -0.53 1.940
N 4.4572 -5.7654 -2.9270 0.78 0.87 0.43 -0.058
O 5.4316 -5.7325 -1.8358 -0.41 1.10 -0.69 -0.491
C 3.2339 -4.1560 -1.3993 -0.65 0.38 0.73 -0.760
C 2.7553 -6.5569 -1.4314 -0.71 -0.71 0.01 -2.014
C 5.5008 -3.4904 -3.6559 -0.14 -0.15 0.18 -1.758
H 6.5477 -5.1542 -5.5109 -0.12 -0.11 -0.14 0.399
H 5.8295 -6.6581 -4.8742 0.24 -0.44 -0.08 0.510
H 7.0253 -5.6845 -3.9349 0.02 -0.25 0.30 0.405
H 4.3910 -4.1403 -5.9296 -0.11 0.14 0.13 0.398
H 3.7636 -5.7579 -5.6439 0.32 0.73 0.66 0.326
H 1.9153 -4.2802 -5.3752 -1.10 -0.23 -0.93 0.511
H 2.6123 -3.2517 -4.2526 0.45 0.81 0.36 -0.347
H 2.1678 -6.1816 -3.9468 -0.45 -1.07 -0.12 0.880
H 1.2518 -4.9413 -3.0270 0.17 -0.27 -0.37 -0.880
H 3.9640 -4.2993 -0.6135 0.59 0.07 -0.15 0.642
H 3.4343 -3.2432 -1.9636 -0.16 0.08 0.29 -0.031
H 2.3077 -4.0921 -0.7817 0.24 0.20 -0.87 0.033
H 2.9958 -7.5661 -1.8307 -0.26 0.78 -0.27 0.405
H 3.1866 -6.5478 -0.4503 0.58 0.30 0.55 0.490
H 1.6809 -6.4824 -1.2261 0.03 -0.15 -0.24 0.099
H 4.7112 -2.7623 -3.6973 -0.48 0.40 0.46 0.128
H 6.2102 -3.1086 -4.3844 0.27 -0.33 -0.25 0.575
H 6.0031 -3.4928 -2.6873 -0.21 0.00 0.00 0.314
H 5.7805 -6.6073 -1.7647 0.16 -1.01 -0.24 0.347
C -3.6075 -6.5741 2.3058 -0.47 0.73 -0.11 -2.000
C -2.8117 -6.6828 0.9949 0.06 -0.48 0.29 1.661
C -3.5998 -7.6814 0.1285 1.25 -1.16 -1.16 -1.262
C -3.2811 -7.6544 -1.4062 0.94 -0.35 1.12 -0.659
C -3.3386 -6.2079 -1.8971 -1.35 -0.95 -0.78 -1.384
C -2.4802 -5.2459 -1.1047 0.11 0.66 -0.09 1.921
N -2.7939 -5.3975 0.3287 -0.57 0.98 -0.45 0.347
O -2.0777 -4.4719 1.0998 0.92 0.38 0.06 0.833
C -1.0056 -5.5451 -1.5011 -0.32 -1.07 0.94 -2.282
C -2.8754 -3.7919 -1.5374 -0.55 -0.67 0.49 -1.479
C -1.3825 -7.1075 1.3664 -0.58 -1.64 -0.34 -1.645
H -4.5543 -6.0421 2.0894 0.21 -0.61 0.12 0.366
H -3.1161 -5.9641 3.0629 0.30 -0.08 -0.04 0.350
H -3.7885 -7.5725 2.7188 -0.09 0.19 -0.09 0.399
H -3.3017 -8.6961 0.4594 -0.33 0.41 0.13 0.397
H -4.6709 -7.6145 0.2496 -0.30 0.43 0.29 0.424
H -3.9811 -8.3486 -1.8959 0.11 0.52 -0.09 0.481
H -2.2748 -8.1238 -1.5297 -0.56 0.48 -0.11 0.227
H -4.4228 -5.9859 -2.0004 0.48 0.55 0.85 0.410
H -3.0478 -6.0858 -2.9300 0.49 -0.32 -0.49 0.458
H -0.2525 -5.0085 -0.9546 0.22 0.57 0.58 0.294
H -0.7485 -6.6173 -1.3520 -0.28 0.67 -0.32 0.558
H -0.8439 -5.2999 -2.5247 -0.08 0.12 -0.93 0.513
H -2.5275 -3.6123 -2.5475 -0.09 -0.12 -0.35 0.122
H -3.9933 -3.7271 -1.4945 1.02 0.23 -0.03 0.853
H -2.4192 -3.0115 -0.9190 -0.16 -0.31 0.16 -0.635
H -1.3954 -8.1288 1.7533 -0.17 -0.11 0.10 0.556
H -1.0118 -6.5140 2.1679 0.42 0.71 0.40 0.264
H -0.6922 -7.1537 0.5384 0.21 0.33 -0.20 0.230
H -1.1059 -4.5396 0.9137 -0.62 -0.08 0.21 0.074
C 6.9645 1.7800 0.7925 0.03 -0.29 -0.75 -1.597
C 5.4662 1.3858 0.9280 0.70 0.38 0.81 2.303
C 4.9612 0.8503 -0.3681 -0.03 0.19 -1.71 -1.348
C 5.3770 -0.5878 -0.7995 -0.54 1.55 0.26 -0.518
C 5.1308 -1.4957 0.4104 -0.97 -0.50 0.02 -1.098
C 5.6788 -1.0094 1.7763 0.06 0.36 -1.43 2.413
N 5.1396 0.4209 1.9971 1.05 -0.93 -0.87 1.728
O 5.5815 0.9617 3.2052 -0.27 -0.03 1.15 -0.550
C 5.1161 -1.8399 2.9008 0.11 0.16 0.88 -2.026
C 7.2234 -1.1101 1.6507 0.04 -0.63 0.11 -1.599
C 4.6452 2.6573 1.1967 -0.51 -0.81 0.26 -2.736
H 6.9723 2.8355 0.6081 0.15 0.70 -0.13 0.531
H 7.4424 1.3267 -0.0972 -0.22 0.00 0.54 0.347
H 7.6229 1.6293 1.6393 -0.11 -0.24 0.27 0.156
H 3.8775 0.8804 -0.3901 -0.38 0.00 0.28 -0.485
H 5.2618 1.6714 -1.0640 -0.14 -0.97 -0.18 0.717
H 6.3661 -0.5186 -1.2757 -0.09 -0.64 0.44 0.405
H 4.6408 -0.8693 -1.5665 0.51 -0.10 -0.03 0.280
H 5.5241 -2.5130 0.2355 -0.14 0.35 0.09 0.593
H 4.0076 -1.6063 0.4729 0.99 0.07 0.13 -0.846
H 5.5646 -1.5217 3.8477 0.02 -0.14 -0.04 0.438
H 4.0609 -1.6470 2.9994 -0.52 0.15 -0.06 0.206
H 5.2207 -2.9196 2.8278 0.38 -0.02 -0.42 0.430
H 7.6727 -0.7102 2.5735 0.37 0.60 -0.70 0.344
H 7.5899 -2.1580 1.7083 -0.78 0.27 -0.12 0.446
H 7.5764 -0.7631 0.6373 -0.08 0.18 1.57 0.322
H 4.8399 3.1584 2.1449 0.20 -0.14 -0.09 0.660
H 3.6237 2.2856 1.1869 -0.41 0.45 0.26 -0.008
H 4.7322 3.3473 0.3721 0.22 0.31 -0.25 0.751
H 6.5407 0.9051 3.2819 0.30 -0.07 -0.32 0.277
C -1.7034 5.9010 -0.8405 1.31 -1.11 -0.13 -2.166
C -0.5447 5.0279 -1.5107 -1.29 1.76 -0.96 1.336
C -1.2932 3.9653 -2.2822 0.38 -2.15 0.46 0.305
C -0.4128 3.1381 -3.2218 0.80 0.47 -0.34 0.466
C 0.3955 4.0806 -4.1506 -0.61 -0.02 -0.72 -2.296
C 1.1114 5.2518 -3.4841 -0.10 -0.58 1.26 2.541
N 0.0815 5.8993 -2.5630 0.82 0.36 0.18 -0.034
O 0.8167 6.8715 -1.7822 -0.35 1.36 -0.49 -0.474
C 2.2837 4.6468 -2.6822 0.20 0.17 -0.52 -1.833
C 1.6260 6.2545 -4.5389 -0.93 1.22 1.64 -1.824
C 0.3946 4.4731 -0.4818 -1.34 -1.89 0.64 0.024
H -2.4492 6.0681 -1.5800 -0.52 0.54 -0.71 0.520
H -1.4168 6.8156 -0.3454 0.44 0.32 -0.12 0.405
H -2.1911 5.3099 -0.0839 -0.14 -0.50 0.43 0.211
H -1.7050 3.2170 -1.5554 -0.15 0.77 -0.40 -0.894
H -2.0843 4.3953 -2.8709 -0.42 0.33 -0.03 0.621
H -1.0126 2.5546 -3.9060 -0.51 -0.34 0.01 0.842
H 0.1631 2.3874 -2.6559 0.21 0.54 -0.24 -0.889
H -0.3340 4.4378 -4.8963 0.01 0.35 0.29 0.635
H 1.1158 3.5781 -4.8028 0.17 -0.33 0.38 0.379
H 2.0546 3.5992 -2.4522 0.43 0.37 0.25 0.114
H 3.1742 4.6958 -3.2963 0.24 -0.35 -0.39 0.457
H 2.5605 5.2454 -1.8186 -0.31 -0.15 0.23 0.488
H 1.9847 5.7634 -5.4169 -0.23 -0.48 -0.76 0.399
H 0.7411 6.9292 -4.6999 1.07 -0.40 -0.47 0.412
H 2.5086 6.8410 -4.1915 -0.86 -0.22 0.13 0.336
H 0.9046 3.5644 -0.8263 -0.27 0.20 0.17 -0.717
H -0.2915 4.1693 0.3560 0.95 0.21 -0.43 -0.602
H 1.1511 5.1387 -0.1628 0.46 0.92 0.51 1.036
H 0.3755 7.7461 -1.9416 0.46 -1.36 0.01 0.377
C -0.4725 -2.4014 -6.7710 0.46 0.04 -1.21 -1.769
C -0.8430 -1.2951 -5.7955 0.59 1.04 0.02 1.480
C 0.4383 -0.7623 -5.1130 0.30 -0.32 0.16 1.308
C 1.3008 0.1913 -5.9743 -0.64 -0.07 0.06 -1.057
C 0.3773 1.2387 -6.6175 1.31 0.24 -0.87 -1.072
C -0.8467 0.7375 -7.3573 1.04 -0.29 -0.05 2.317
N -1.5722 -0.1392 -6.4230 0.00 -1.14 -0.33 1.134
O -2.6048 -0.8001 -7.1896 -0.38 0.60 0.06 -0.621
C -1.7689 1.8886 -7.7034 -1.11 -0.66 -0.99 -2.152
C -0.2872 0.1031 -8.6491 -2.44 -0.41 0.12 -2.140
C -1.7634 -1.8167 -4.7129 -0.94 0.35 -0.76 -1.519
H -1.1836 -2.5770 -7.5764 -0.33 0.33 0.16 0.263
H -0.4193 -3.3523 -6.2728 0.38 -0.41 0.47 0.434
H 0.4764 -2.1911 -7.3021 -0.27 -0.29 0.56 0.356
H 0.1493 -0.2485 -4.1796 0.07 -0.03 -0.33 -0.998
H 0.9740 -1.6925 -4.8113 -0.02 0.74 -0.07 -0.731
H 1.9280 -0.3342 -6.7018 -0.31 -0.10 -0.06 0.368
H 2.0099 0.7614 -5.3669 -0.03 -0.26 0.23 0.634
H 0.9729 1.8707 -7.3267 -0.46 -0.43 0.49 0.603
H 0.0519 1.8898 -5.8550 -0.44 0.88 1.13 -0.354
H -1.2517 2.7553 -8.0701 0.57 0.41 -0.08 0.465
H -2.3713 1.5290 -8.5831 -0.01 0.53 0.99 0.465
H -2.3982 2.2002 -6.8561 0.11 -0.23 -0.28 0.130
H 0.4910 -0.5455 -8.3728 1.45 -0.43 -0.19 0.414
H -1.0294 -0.5344 -9.1513 -0.05 0.20 0.23 0.400
H -0.0601 0.8771 -9.3569 0.67 0.36 -0.21 0.451
H -2.6128 -2.2960 -5.2123 -0.27 0.45 0.27 0.731
H -2.0468 -0.9900 -4.0517 -0.24 -0.25 -0.15 -0.186
H -1.3559 -2.6029 -4.1328 0.98 -0.69 0.66 0.245
H -3.3928 -0.2884 -6.9724 -0.02 -0.11 0.02 0.322
```
Forces are in eV/Å.

As for the lowest unoccupied orbital energy: 0.347 eV. For the orbital gap, the calculation gives 8.64 eV.